[1]
{
  "formula": "C4H11NO",
  "method": "ωB97M-V/def2-TZVPD",
  "homo_ha": -0.3473,
  "e_tot_ha": -288.93952,
  "charge": 0,
  "e_above_lowest_ev": 2.109,
  "orbital_gap_ev": 10.443,
  "smiles": "C=CO.CCN",
  "symbols": ["C", "C", "N", "H", "H", "H", "H", "H", "H", "H", "C", "C", "O", "H", "H", "H", "H"],
  "coordinates": [[0.4286, -2.1227, -1.7706], [0.7200, -1.2779, -0.5345], [1.3518, 0.0200, -0.7642], [-0.2819, -1.6065, -2.4220], [0.0780, -3.1225, -1.5256], [1.3373, -2.1995, -2.3759], [1.3780, -1.8529, 0.1177], [-0.2038, -1.1015, 0.0188], [0.7374, 0.6400, -1.2779], [2.1769, -0.1577, -1.3274], [-1.6935, 1.7581, 0.9182], [-1.2445, 1.9953, 2.1329], [-0.4566, 1.1792, 2.9183], [-1.8836, 2.5851, 0.2509], [-1.4796, 0.8323, 0.4072], [-1.4088, 2.9932, 2.5438], [0.4442, 1.4381, 2.6903]],
  "atomic_forces_ev_per_a": [[0.3069, 0.6897, -0.4464], [-0.2369, -0.1688, 0.2443], [0.1239, -0.4012, -0.0418], [-0.2265, -0.1861, 0.1060], [-0.1050, -0.0033, 0.0061], [0.0556, -0.2348, 0.1116], [0.0022, 0.0511, 0.1588], [0.0129, -0.0830, 0.0941], [0.0596, -0.0420, -0.1166], [0.0138, 0.3939, -0.0675], [1.1018, -0.4510, -0.7714], [0.2575, 1.1844, 0.1375], [-0.4934, -0.1932, -0.1832], [-0.9755, 0.1723, 0.3380], [-0.0433, -0.3335, 0.1256], [0.0689, -0.1157, 0.1797], [0.0774, -0.2787, 0.1251]],
  "mulliken_charge": [-1.07, -0.28, -0.54, 0.29, 0.32, 0.30, 0.31, 0.23, 0.24, 0.23, -0.47, -0.09, -0.49, 0.25, 0.14, 0.32, 0.33]
}

=====

[2]
{
  "formula": "C6H9CuINO4",
  "method": "ωB97M-V/def2-TZVPD",
  "homo_ha": -0.3107,
  "e_tot_ha": -2527.84932,
  "charge": 0,
  "e_above_lowest_ev": 0.000,
  "orbital_gap_ev": 7.338,
  "symbols": ["C", "C", "O", "O", "C", "C", "C", "N", "I", "C", "O", "O", "H", "H", "H", "H", "H", "H", "H", "H", "H", "Cu"],
  "coordinates": [[-2.5033, -2.6391, -0.8852], [-1.9676, -1.2461, -0.8464], [-2.6555, -0.2724, -0.8900], [-0.6121, -1.1553, -0.7518], [-0.1544, -1.0754, 0.6159], [0.1895, 0.3604, 0.9653], [1.5612, 0.7898, 0.4881], [1.7408, 0.7777, -0.9658], [0.3818, 2.0286, -1.7667], [1.9679, 2.1943, 1.0495], [1.3363, 3.1949, 0.5336], [2.8540, 2.2123, 1.9111], [-2.3496, -3.1078, 0.0818], [-3.5588, -2.6040, -1.1163], [-1.9814, -3.1993, -1.6530], [-0.9280, -1.4167, 1.2991], [0.7393, -1.6845, 0.6975], [0.2046, 0.4594, 2.0493], [-0.6148, 0.9994, 0.6135], [2.2666, 0.0752, 0.9067], [2.6979, 1.0366, -1.1747], [1.3857, 4.2720, -1.1612]],
  "atomic_forces_ev_per_a": [[-0.0404, 0.0703, -0.2865], [-0.1933, 0.0376, 0.0770], [-0.2068, 0.5014, -0.0770], [0.2710, -0.4373, 0.1714], [0.1998, 0.7696, -0.2164], [-0.0591, -0.1507, 0.1520], [0.3399, 0.8085, 0.3881], [-0.5698, -0.5710, 0.6323], [-0.5297, -0.1309, -2.2599], [0.9732, -0.3269, 1.1444], [0.5020, 0.0746, 0.5966], [-0.8955, 0.2401, -0.8569], [0.0997, -0.1855, 0.0919], [-0.1919, -0.0413, 0.0565], [0.1539, -0.2153, 0.0130], [-0.0942, -0.3206, 0.0064], [-0.0223, -0.3565, -0.0038], [0.0218, 0.0000, 0.1846], [-0.0569, 0.1947, -0.0339], [0.3290, 0.0141, -0.0853], [-0.0800, 0.3427, -0.2764], [0.0498, -0.3175, 0.5819]],
  "mulliken_charge": [-0.98, 0.74, -0.52, -0.35, -0.59, -0.89, 0.16, -0.69, 0.28, 0.48, -0.73, -0.65, 0.29, 0.33, 0.31, 0.38, 0.42, 0.43, 0.32, 0.48, 0.40, 0.38]
}

=====

[3]
{
  "formula": "C4ClNO15Zr3",
  "method": "ωB97M-V/def2-TZVPD",
  "homo_ha": -0.4941,
  "e_tot_ha": -1935.88815,
  "charge": 2,
  "orbital_gap_ev": 2.175,
  "symbols": ["Zr", "Zr", "Zr", "C", "O", "O", "O", "C", "O", "O", "O", "C", "O", "O", "O", "C", "O", "O", "O", "Cl", "N", "O", "O", "O"],
  "coordinates": [[11.1742, 3.3444, -4.6542], [6.6590, 6.5243, -2.7978], [11.0905, 6.9767, -0.7332], [9.4317, 4.5411, -2.4118], [8.3617, 5.0141, -2.9667], [9.9786, 3.5800, -2.9484], [10.0554, 5.3046, -1.7194], [12.0774, 6.5967, -3.8937], [11.6928, 7.5809, -4.5793], [11.6533, 5.5048, -4.3866], [12.0067, 6.8116, -2.6494], [10.3755, 0.5162, -3.5445], [11.1029, 1.2324, -4.3033], [10.9913, 0.2027, -2.5053], [9.1623, 0.4372, -3.7285], [9.1375, 3.2164, -6.4132], [10.0337, 4.0703, -6.3002], [8.6332, 2.7660, -5.3810], [9.5951, 2.0206, -6.5642], [6.3970, 4.9651, -0.7354], [8.0679, 7.5827, -5.8001], [9.1444, 8.1651, -5.6166], [7.2563, 7.9933, -6.6118], [7.6774, 6.8334, -4.8348]],
  "atomic_forces_ev_per_a": [[-2.3167, -0.1989, 1.1625], [5.2601, -4.4993, -0.7004], [0.3461, -2.6838, -6.2117], [-2.4032, 2.3629, -3.7947], [-3.4297, 1.2914, 0.0757], [2.0063, -3.7315, -1.9951], [3.2346, 3.8627, 6.2316], [-6.4705, 5.7797, -5.2331], [3.3372, -0.5136, 0.4628], [1.0536, -7.9290, -0.4253], [0.4882, 0.3782, 9.3102], [-0.8166, -1.0577, 5.2363], [2.6620, 6.7847, -5.0388], [-0.7280, -0.9519, -0.1897], [-0.7345, -0.2020, -0.8999], [5.5936, -3.4903, 2.7102], [1.4890, 5.2147, -1.3217], [-6.4054, 0.5372, 4.8043], [0.4023, -3.2320, -5.1153], [-0.2532, 2.4980, -2.5257], [1.2488, 6.9963, -1.3801], [-0.5885, -2.1063, -0.2527], [0.0086, -2.0408, 0.0402], [-2.9840, -3.0689, 5.0507]],
  "mulliken_charge": [2.17, 1.58, 1.65, 0.60, -0.08, -0.76, -0.35, 0.72, -0.50, -0.61, -0.65, 0.86, -0.71, -0.50, -0.44, 0.90, -0.65, -0.20, -0.22, -0.33, 0.84, -0.40, -0.47, -0.47]
}